11
Properties=species:S:1:pos:R:3:forces:R:3:mulliken_charge:R:1 method="wB97M-V/def2-TZVPD" e_lumo_ev="3.5 / 3.3" total_charge=-1 orbital_gap_ev="8.366 / 8.150" homo_energy_ev="-4.829 / -4.848" spin_multiplicity=1 max_force_ha_per_bohr=0.150 de_lowest_kj_mol=3.43
C -0.42831 0.83406 -0.39982 1.075 0.538 -1.357 -0.63
C 1.48546 -0.64228 0.70124 -2.541 3.140 -1.795 -0.26
N 0.96772 0.73023 0.10299 4.622 -4.971 3.618 0.51
O 1.78893 1.70062 0.30686 -1.740 -0.617 -0.849 -0.62
O -0.77474 -0.04612 -1.37248 -0.779 -1.412 1.235 -0.45
Cl 0.37089 -2.00126 0.70327 1.117 1.122 0.144 -0.10
Cl -2.95022 -1.68303 -0.20922 0.083 0.073 0.128 -0.78
H -1.03029 0.68664 0.43696 -1.179 0.081 1.728 0.42
H -0.43218 1.84327 -0.75642 -0.210 0.867 -0.131 0.34
H 2.41927 -0.71029 1.30739 -1.000 0.531 -0.860 0.39
H -1.41653 -0.71185 -0.82077 0.554 0.648 -1.862 0.19